Entry 1:
Below is the molecule CH3NO2, with properties calculated with ωB97M-V/def2-TZVPD.

Computed properties:
SMILES ... O=CNO
Gap between HOMO and LUMO ... 11.1 eV
Spin multiplicity ... 1
Energy above the lowest of the compared OMol25 structures with the same formula, charge and spin ... 251.9 kJ/mol

CARTESIAN COORDINATES (ANGSTROEM)
C1 -0.3322 -0.6692 -0.0388
H1 0.4127 1.6569 1.4233
H2 1.0261 0.6190 -0.8188
H3 -1.1590 -0.6185 0.7108
N1 0.4751 0.4233 0.0009
O1 -0.0786 1.5517 0.6104
O2 -0.1230 -1.6274 -0.7466

Electronic structure analysis, natural (NBO) charges in units of e: C 0.506; H 0.472; H 0.381; H 0.118; N -0.351; O -0.547; O -0.579

---

Entry 2:
Below is a structure of composition C34H73Br3Cl12NO2P, with properties calculated with ωB97M-V/def2-TZVPD.

Computed properties:
Gap between HOMO and LUMO ... 5.7 eV
Spin multiplicity ... 1

CARTESIAN COORDINATES (ANGSTROEM)
C1 21.1082 -26.9201 -18.0264
C2 19.6626 -27.5052 -17.8380
C3 19.3618 -28.7622 -18.7078
C4 18.8564 -28.3301 -20.0958
P1 18.3306 -29.6689 -21.2321
C5 19.6795 -30.9284 -21.1466
C6 19.5397 -32.0103 -22.2232
C7 20.5137 -33.1740 -21.8454
C8 20.9212 -34.0555 -23.0547
C9 18.1477 -29.0380 -22.9384
C10 19.4148 -28.7514 -23.6570
C11 19.1430 -28.0570 -25.0677
C12 20.4516 -27.7650 -25.8544
C13 16.7748 -30.4456 -20.6089
C14 16.2660 -31.7637 -21.2048
C15 14.9388 -32.2292 -20.6301
C16 14.8587 -32.5248 -19.0738
H1 21.8990 -27.5434 -17.6089
H2 21.2198 -25.9453 -17.5516
H3 21.2768 -26.7714 -19.0930
H4 18.9090 -26.7198 -17.8957
H5 19.6700 -27.8732 -16.8121
H6 18.4916 -29.2500 -18.2687
H7 20.2109 -29.4449 -18.7420
H8 19.5184 -27.6682 -20.6541
H9 17.9878 -27.6956 -19.9197
H10 19.7359 -31.3337 -20.1363
H11 20.6276 -30.4016 -21.2539
H12 19.9693 -31.6338 -23.1515
H13 18.5522 -32.3841 -22.4938
H14 19.9880 -33.6959 -21.0458
H15 21.4059 -32.7658 -21.3705
H16 20.0636 -34.5945 -23.4575
H17 21.5814 -34.8691 -22.7542
H18 21.3848 -33.4205 -23.8097
H19 17.5698 -28.1234 -22.8050
H20 17.4558 -29.7298 -23.4188
H21 20.0863 -29.5996 -23.7908
H22 20.0482 -28.0770 -23.0808
H23 18.5568 -27.1753 -24.8087
H24 18.3910 -28.5930 -25.6468
H25 20.2157 -27.0873 -26.6748
H26 20.8816 -28.6416 -26.3388
H27 21.1700 -27.2554 -25.2122
H28 15.9261 -29.7619 -20.5891
H29 17.0679 -30.6106 -19.5721
H30 17.0239 -32.5002 -20.9378
H31 16.2571 -31.7372 -22.2944
H32 14.7775 -33.2111 -21.0750
H33 14.1586 -31.5867 -21.0382
H34 15.5442 -33.3357 -18.8277
H35 13.8492 -32.8535 -18.8265
H36 15.0884 -31.5948 -18.5536
C17 11.2946 -25.9364 -17.2804
C18 11.8029 -24.5674 -16.8900
C19 13.2164 -24.1861 -17.4034
C20 13.4712 -24.2598 -18.9304
N1 14.8986 -23.9188 -19.3609
C21 15.3182 -22.4992 -18.9100
C22 16.1995 -21.8907 -20.0218
C23 16.1191 -22.8550 -21.1467
C24 14.9208 -23.7683 -20.9569
C25 15.8268 -25.0504 -18.8499
H37 10.2931 -26.2318 -16.9676
H38 11.9346 -26.7510 -16.9414
H39 11.2824 -26.0180 -18.3673
H40 11.7330 -24.5355 -15.8027
H41 11.1657 -23.7371 -17.1942
H42 13.9802 -24.8160 -16.9472
H43 13.5671 -23.2157 -17.0519
H44 12.6713 -23.6500 -19.3503
H45 13.3773 -25.2999 -19.2425
H46 15.6546 -22.4532 -17.8742
H47 14.3806 -21.9437 -18.9272
H48 17.2307 -21.8064 -19.6788
H49 16.0300 -20.8718 -20.3699
H50 17.0286 -23.4523 -21.2102
H51 15.9976 -22.2891 -22.0704
H52 14.9760 -24.7199 -21.4857
H53 14.0041 -23.2070 -21.1378
H54 16.7878 -24.9890 -19.3606
H55 15.3842 -26.0448 -18.9085
H56 15.9075 -24.9681 -17.7661
O1 12.7065 -29.0435 -23.5595
C26 13.9561 -28.5925 -23.0512
C27 14.1977 -27.6411 -21.8035
O2 15.5451 -27.2911 -21.3132
H57 14.4829 -28.1117 -23.8754
H58 14.5069 -29.5135 -22.8606
H59 13.6108 -28.0287 -20.9707
H60 13.6872 -26.6937 -21.9761
C28 14.2168 -28.4803 -17.9738
Cl1 15.5522 -27.7843 -17.0549
Cl2 13.3871 -29.7709 -17.0031
H61 13.4734 -27.7531 -18.3005
H62 14.6239 -28.7889 -18.9367
C29 11.1437 -25.8836 -23.1068
Cl3 10.0344 -25.1951 -24.3012
Cl4 11.1438 -24.7830 -21.7439
H63 10.7947 -26.8819 -22.8429
H64 12.1563 -25.7504 -23.4877
C30 14.5880 -29.6794 -26.4571
Cl5 14.2301 -30.0585 -28.1337
Cl6 16.0712 -30.5232 -25.8274
H65 14.7277 -28.6129 -26.2807
H66 13.7801 -30.1213 -25.8738
C31 11.2088 -29.9431 -20.6390
Cl7 11.0420 -28.5287 -19.6245
Cl8 10.4403 -31.3708 -19.9826
H67 10.6732 -29.7889 -21.5758
H68 12.2541 -30.1172 -20.8942
C32 15.8847 -25.6517 -24.8193
Cl9 16.4341 -24.0711 -24.3380
Cl10 16.4706 -26.0166 -26.5611
H69 16.2745 -26.3179 -24.0496
H70 14.7978 -25.6966 -24.7508
C33 11.4281 -27.7912 -26.5494
Cl11 12.7559 -26.7453 -27.0358
Cl12 9.8856 -27.2832 -27.2251
H71 11.6273 -28.8298 -26.8135
H72 11.3718 -27.5901 -25.4796
C34 12.4955 -32.4448 -23.7026
Br1 11.5733 -33.5114 -22.2992
Br2 11.4169 -32.4222 -25.3583
Br3 14.2849 -33.1900 -24.0288
H73 12.5795 -31.4650 -23.2323

Atom charges from the Löwdin analysis, given in e for atoms 1 to 99: C -0.097; C -0.238; C -0.233; C -0.266; P 1.077; C -0.266; C -0.243; C -0.251; C -0.095; C -0.276; C -0.248; C -0.232; C -0.092; C -0.241; C -0.269; C -0.259; C -0.070; H 0.069; H 0.064; H 0.059; H 0.092; H 0.097; H 0.092; H 0.104; H 0.091; H 0.081; H 0.094; H 0.102; H 0.090; H 0.102; H 0.103; H 0.101; H 0.072; H 0.067; H 0.072; H 0.080; H 0.065; H 0.092; H 0.102; H 0.068; H 0.070; H 0.064; H 0.070; H 0.067; H 0.075; H 0.081; H 0.098; H 0.065; H 0.066; H 0.084; H 0.071; H 0.068; H 0.025; C -0.118; C -0.228; C -0.175; C -0.137; N -0.189; C -0.077; C -0.161; C -0.223; C -0.046; C -0.004; H 0.085; H 0.061; H 0.029; H 0.107; H 0.107; H 0.091; H 0.101; H 0.116; H 0.117; H 0.130; H 0.126; H 0.112; H 0.120; H 0.110; H 0.098; H 0.107; H 0.120; H 0.105; H 0.027; H 0.067; O -0.371; C -0.409; C -0.367; O -0.410; H 0.052; H 0.061; H 0.032; H 0.040; C -0.993; Cl 0.560; Cl 0.507; H -0.021; H 0.007; C -1.020; Cl 0.511; Cl 0.509

---

Entry 3:
Below is a cluster of 3 separate species, C26H54O3S in total, with properties calculated with ωB97M-V/def2-TZVPD.

Computed properties:
SMILES ... CC(C)=CCC[C@H](C)CC[C@@H]1CCS(=O)(=O)OC1.CCCCCC.CCCCCC
Gap between HOMO and LUMO ... 7.9 eV
Spin multiplicity ... 1

CARTESIAN COORDINATES (ANGSTROEM)
C1 -2.0116 -0.3010 -1.0303
C2 -2.0013 1.3338 -1.3552
C3 -3.4049 2.1532 -1.1207
C4 -0.7141 1.9322 -1.8398
C5 0.0804 3.1785 -1.1170
C6 1.6803 2.8323 -1.0277
C7 2.0791 1.6436 0.0279
C8 2.1338 0.1487 -0.7194
C9 1.2040 1.6167 1.4131
C10 2.1204 1.2991 2.7573
C11 2.4249 2.6301 3.6808
C12 1.0659 2.9274 4.5481
C13 0.8510 4.4927 4.9897
S1 1.2839 5.7233 3.6377
O1 -0.0439 6.3261 3.0900
O2 2.1930 6.8176 4.2551
O3 1.9971 4.8528 2.3560
C14 3.0191 3.9148 2.8539
H1 -0.9036 -0.7310 -1.0048
H2 -2.5797 -0.5317 -0.0227
H3 -2.5400 -0.8028 -1.9673
H4 -3.2611 3.2726 -0.7828
H5 -4.0761 1.5576 -0.3410
H6 -4.0085 2.1230 -2.1420
H7 -0.2272 1.4184 -2.7991
H8 -0.0317 4.1071 -1.8575
H9 -0.4100 3.5228 -0.1059
H10 2.0004 2.4434 -2.1094
H11 2.3152 3.8109 -0.8509
H12 3.2096 1.8516 0.3499
H13 1.1773 -0.0646 -1.3731
H14 3.0968 0.1799 -1.4233
H15 2.2975 -0.6752 0.1002
H16 0.5377 2.5593 1.6042
H17 0.4486 0.6978 1.3149
H18 3.0795 0.6757 2.5024
H19 1.4392 0.5895 3.4342
H20 3.2709 2.3167 4.4616
H21 0.0683 2.5871 4.0128
H22 1.1470 2.2885 5.5423
H23 1.3619 4.7328 6.0339
H24 -0.3187 4.6227 5.1874
H25 3.8731 4.4717 3.4754
H26 3.5813 3.4955 1.8883
C15 -8.1074 -1.7655 -5.0616
C16 -7.3393 -0.7132 -4.2764
C17 -5.9106 -1.1430 -3.9318
C18 -5.8000 -2.3774 -3.0292
C19 -6.5175 -2.2676 -1.6818
C20 -5.9643 -1.1607 -0.7973
H27 -8.2283 -2.6893 -4.4892
H28 -9.1084 -1.3947 -5.3075
H29 -7.5951 -2.0028 -5.9989
H30 -7.8929 -0.4539 -3.3686
H31 -7.2904 0.2034 -4.8783
H32 -5.3943 -0.2983 -3.4605
H33 -5.3659 -1.3454 -4.8623
H34 -4.7360 -2.5799 -2.8496
H35 -6.1851 -3.2549 -3.5617
H36 -6.4114 -3.2216 -1.1528
H37 -7.5936 -2.1178 -1.8297
H38 -4.8998 -1.3191 -0.5963
H39 -6.4912 -1.1476 0.1618
H40 -6.0873 -0.1758 -1.2562
C21 3.2052 -3.2447 2.0124
C22 4.3906 -2.4927 1.4266
C23 4.6843 -2.8709 -0.0278
C24 5.0751 -4.3359 -0.2552
C25 6.2950 -4.8165 0.5341
C26 7.5724 -4.0738 0.1730
H41 3.3833 -4.3232 2.0389
H42 3.0210 -2.9139 3.0402
H43 2.2985 -3.0572 1.4292
H44 5.2743 -2.6531 2.0520
H45 4.1759 -1.4171 1.4689
H46 5.4795 -2.2177 -0.4064
H47 3.7998 -2.6504 -0.6382
H48 5.2659 -4.4803 -1.3267
H49 4.2235 -4.9827 -0.0139
H50 6.4430 -5.8831 0.3298
H51 6.1131 -4.7337 1.6122
H52 7.7993 -4.1855 -0.8922
H53 8.4153 -4.4773 0.7424
H54 7.4990 -3.0068 0.4014

Electronic structure analysis, Löwdin charges in units of e: C -0.102; C -0.266; C -0.101; C -0.092; C -0.203; C -0.185; C -0.331; C -0.091; C -0.164; C -0.168; C -0.267; C -0.187; C -0.214; S 0.811; O -0.371; O -0.366; O -0.290; C -0.176; H 0.062; H 0.083; H 0.074; H 0.084; H 0.072; H 0.087; H 0.119; H 0.113; H 0.109; H 0.119; H 0.117; H 0.121; H 0.058; H 0.096; H 0.064; H 0.103; H 0.122; H 0.109; H 0.120; H 0.151; H 0.129; H 0.131; H 0.131; H 0.129; H 0.148; H 0.141; C -0.116; C -0.274; C -0.228; C -0.227; C -0.269; C -0.116; H 0.066; H 0.071; H 0.076; H 0.098; H 0.106; H 0.092; H 0.110; H 0.104; H 0.101; H 0.105; H 0.100; H 0.055; H 0.073; H 0.063; C -0.112; C -0.277; C -0.231; C -0.227; C -0.275; C -0.116; H 0.067; H 0.070; H 0.071; H 0.101; H 0.080; H 0.103; H 0.100; H 0.111; H 0.101; H 0.105; H 0.099; H 0.076; H 0.070; H 0.065

---

Entry 4:
Below is a structure of composition C29H30ClMnN9O4S, with properties calculated with ωB97M-V/def2-TZVPD.

Computed properties:
Gap between HOMO and LUMO (alpha / beta) ... 6.9 / 6.7 eV
Spin multiplicity ... 6
Energy above the lowest of the compared OMol25 structures with the same formula, charge and spin ... 62.4 kJ/mol

CARTESIAN COORDINATES (ANGSTROEM)
Mn1 -0.1107 0.2225 0.4832
O1 -1.8136 1.6821 -3.3944
C1 -2.0379 2.9791 -3.1049
C2 -2.5830 3.7808 -4.1098
C3 -2.8346 5.1178 -3.8756
C4 -2.5557 5.6834 -2.6340
C5 -2.0317 4.8873 -1.6347
C6 -1.7627 3.5363 -1.8489
C7 -1.2170 2.6860 -0.7626
O2 -0.6194 1.5888 -1.1004
N1 -1.3668 3.0974 0.4645
N2 -0.8928 2.1685 1.3583
C8 0.3398 2.2681 1.7030
C9 0.9183 1.2679 2.6374
C10 2.1343 1.5030 3.2630
C11 2.6406 0.5265 4.1089
C12 1.9120 -0.6384 4.3061
C13 0.7079 -0.7860 3.6328
N3 0.2164 0.1326 2.8079
H1 -1.3232 1.3011 -2.6332
H2 -2.7987 3.3229 -5.0662
H3 -3.2537 5.7272 -4.6667
H4 -2.7477 6.7321 -2.4522
H5 -1.8178 5.2954 -0.6560
H6 0.9673 3.0945 1.3663
H7 2.6669 2.4272 3.0845
H8 3.5929 0.6715 4.6010
H9 2.2735 -1.4302 4.9465
H10 0.1183 -1.6884 3.7448
C14 -4.1872 -2.0946 2.2825
N4 -3.4791 -2.7801 1.2193
C15 -4.3430 -3.6190 0.3981
C16 -2.3816 -2.1423 0.6740
N5 -2.0218 -0.9411 0.9308
N6 -1.6267 -2.9582 -0.1495
C17 -0.6739 -2.5323 -1.0737
N7 -0.0783 -3.5661 -1.7531
N8 -0.3936 -1.3026 -1.2121
H11 -4.8424 -2.8098 2.7771
H12 -4.8027 -1.2662 1.9115
H13 -3.4830 -1.7119 3.0196
H14 -4.7144 -4.4567 0.9892
H15 -3.8111 -4.0070 -0.4645
H16 -5.2010 -3.0469 0.0283
H17 -2.7097 -0.4218 1.4626
H18 -1.7068 -3.9461 0.0120
H19 -0.6197 -4.3919 -1.9485
H20 0.5447 -3.2767 -2.4948
H21 0.2562 -1.1665 -1.9950
Cl1 3.3059 -5.4816 4.2286
C18 3.2013 -4.2076 3.0494
C19 1.9812 -3.9417 2.4471
C20 1.9014 -2.9069 1.5304
C21 3.0273 -2.1649 1.1967
C22 4.2457 -2.4707 1.7876
C23 4.3376 -3.4817 2.7305
C24 2.9244 -1.0298 0.2093
O3 3.8784 -0.8115 -0.5471
O4 1.8537 -0.3445 0.2890
H22 1.1137 -4.5346 2.7033
H23 0.9526 -2.6652 1.0682
H24 5.1239 -1.9070 1.5013
H25 5.2789 -3.7186 3.2066
S1 1.5111 -0.7644 -3.9342
C25 1.6228 0.8274 -3.3895
N9 2.3467 1.1229 -2.2896
C26 2.4578 2.3595 -1.7649
C27 1.8350 3.4242 -2.3389
C28 1.0588 3.1817 -3.4934
C29 0.9592 1.9222 -4.0058
H26 2.7616 0.3379 -1.7425
H27 3.0668 2.4216 -0.8733
H28 1.9381 4.4124 -1.9174
H29 0.5215 3.9950 -3.9652
H30 0.3484 1.7071 -4.8690

Electronic structure analysis, natural (NBO) charges in units of e: Mn 1.439; O -0.683; C 0.341; C -0.287; C -0.181; C -0.269; C -0.158; C -0.150; C 0.540; O -0.862; N -0.410; N -0.241; C -0.011; C 0.147; C -0.216; C -0.138; C -0.242; C 0.083; N -0.480; H 0.512; H 0.223; H 0.211; H 0.211; H 0.228; H 0.206; H 0.228; H 0.227; H 0.234; H 0.202; C -0.419; N -0.439; C -0.407; C 0.640; N -0.808; N -0.635; C 0.619; N -0.822; N -0.832; H 0.215; H 0.192; H 0.219; H 0.205; H 0.212; H 0.197; H 0.376; H 0.407; H 0.384; H 0.424; H 0.394; Cl -0.008; C -0.022; C -0.271; C -0.118; C -0.157; C -0.153; C -0.247; C 0.787; O -0.672; O -0.850; H 0.222; H 0.196; H 0.237; H 0.229; S -0.356; C 0.106; N -0.529; C 0.055; C -0.285; C -0.138; C -0.246; H 0.474; H 0.217; H 0.227; H 0.230; H 0.246